125
Properties=species:S:1:pos:R:3:mulliken_charge:R:1 method="wB97M-V/def2-TZVPD" homo_ev=-16.44 energy_ha=-3637.152507 lumo_ev=-10.012 total_charge=+3 orbital_gap_ev=6.43 mol_weight_g_mol=928.38 multiplicity=1
Zr -0.03839 0.06895 0.40790 -1.2402
C -3.37373 -1.55079 -0.41088 -1.2905
Si -2.62373 0.18830 -0.06804 1.1341
C -2.79197 1.20766 -1.69445 0.6783
C -4.06386 1.36015 -2.24245 -0.7509
C -4.25797 1.90907 -3.49913 -1.0657
C -3.16269 2.29531 -4.25143 -1.1928
C -1.88673 2.16151 -3.73115 -0.8028
C -1.68349 1.63804 -2.45479 0.6771
P 0.00654 1.62884 -1.74013 0.1616
C 0.60845 3.39572 -1.82221 1.1956
C 0.32995 4.23685 -3.06951 -0.9644
C 1.12396 5.54909 -2.95811 -0.9971
C 1.20194 6.05479 -1.51316 -1.0114
C -0.03120 5.61007 -0.73492 -0.8638
C -0.06784 4.07829 -0.62040 0.0651
C 1.17115 0.58549 -2.77393 0.0878
C 1.30264 0.92210 -4.26118 -0.4494
C 2.34274 0.00017 -4.89733 -0.8923
C 1.92414 -1.45558 -4.73619 -0.9021
C 1.77486 -1.81276 -3.25519 -0.8473
C 0.74875 -0.88079 -2.60129 1.2653
C -3.18407 0.78025 1.69844 1.4409
C -4.48791 0.50657 2.10852 -0.7255
C -4.86782 0.59265 3.43959 -1.1793
C -3.92274 0.90445 4.40156 -1.2001
C -2.62905 1.22507 4.01892 -0.2387
C -2.24818 1.20361 2.67566 -0.4214
P -0.70455 2.04691 2.10671 1.1083
C -1.06206 3.78837 2.77865 1.1131
C -1.29955 3.89241 4.28427 -1.5081
C -1.20264 5.37015 4.67072 -0.9121
C -2.04323 6.24191 3.72737 -0.6904
C -3.02518 5.39937 2.91991 -1.1440
C -2.28060 4.38017 2.03819 -0.4369
C 0.80961 1.16008 2.94413 0.2158
C 2.02724 1.25082 1.98630 0.5734
C 2.68729 2.63208 2.03238 -0.2861
C 3.18371 2.92625 3.44521 -1.3830
C 2.01284 2.86307 4.41705 -0.2208
C 1.31395 1.50632 4.35317 -1.2956
H -4.45475 -1.50497 -0.51645 0.4661
H -3.15090 -2.24675 0.39640 0.3628
H -2.98521 -1.97249 -1.33838 0.4320
H -4.91784 1.03403 -1.66890 0.5285
H -5.25515 2.01970 -3.89195 0.4693
H -3.29450 2.70555 -5.23844 0.5163
H -1.04781 2.45917 -4.33632 0.5997
H 1.69695 3.33777 -1.67537 0.8998
H -0.73815 4.45410 -3.11337 0.4194
H 0.62192 3.73860 -3.99250 0.2847
H 0.63103 6.28784 -3.58875 0.4317
H 2.13248 5.41079 -3.34811 0.3374
H 1.27063 7.14151 -1.50851 0.4920
H 2.09768 5.67001 -1.02106 0.2993
H -0.92198 5.97341 -1.24647 0.4840
H -0.02365 6.05771 0.25809 0.4490
H -1.11075 3.73106 -0.56554 0.1902
H 0.44375 3.75234 0.29375 -1.0456
H 2.16255 0.73413 -2.29758 0.5560
H 1.61197 1.95986 -4.39019 0.0211
H 0.34269 0.76879 -4.75789 0.2605
H 3.31809 0.16091 -4.43325 0.3961
H 2.43309 0.24762 -5.95378 0.4463
H 2.67186 -2.10468 -5.18698 0.4191
H 0.98089 -1.62507 -5.25787 0.3871
H 2.74760 -1.70777 -2.76483 0.3972
H 1.45676 -2.85220 -3.16454 0.5128
H 0.62437 -1.10715 -1.49120 -1.3857
H -0.22958 -1.02912 -3.07974 0.4301
H -5.22860 0.23545 1.36990 0.5144
H -5.89200 0.40428 3.72259 0.5182
H -4.19861 0.94980 5.44305 0.6092
H -1.90882 1.47592 4.78082 0.4348
H -0.16229 4.36101 2.51991 1.2185
H -0.58793 3.31733 4.87378 0.4293
H -2.30465 3.54690 4.51366 0.5577
H -0.16166 5.69532 4.65597 0.2248
H -1.55076 5.45899 5.69921 0.5390
H -1.39555 6.77671 3.03298 0.3184
H -2.58657 6.98642 4.30622 0.4691
H -3.60934 6.05137 2.27338 0.5113
H -3.73075 4.90170 3.58414 0.3421
H -1.94897 4.89403 1.13885 0.0991
H -2.97643 3.58902 1.73834 0.0430
H 0.46597 0.10137 2.96362 -0.5038
H 1.74285 1.02673 0.90705 -0.5832
H 2.77642 0.50784 2.30201 0.7177
H 1.96158 3.39804 1.73586 -0.0969
H 3.52303 2.66944 1.33185 0.6421
H 3.63706 3.91670 3.47686 0.5269
H 3.95103 2.20398 3.72645 0.3845
H 1.31750 3.66448 4.17371 -0.1498
H 2.36802 3.02659 5.43318 0.5324
H 0.50057 1.45039 5.07614 0.5108
H 2.03861 0.73690 4.63973 0.5249
C -3.89296 -3.77359 7.35388 -1.4342
C -3.23048 -3.70966 5.99626 -0.0486
S -2.41875 -5.32807 5.70559 1.1847
O -1.21343 -5.33579 6.47761 -0.6220
O -3.36770 -6.37775 5.80754 -0.6376
C -1.84595 -5.25272 3.91811 -0.8703
C -0.44695 -4.65795 3.89195 -0.9086
N -0.15090 -3.80947 2.74019 0.1386
C -0.62629 -2.56873 2.54329 -0.4995
N -0.07881 -1.98296 1.45805 0.3424
C 0.77808 -2.92201 0.93922 -1.1631
C 0.73567 -4.05092 1.71797 -0.0591
N 1.48998 -5.26618 1.46893 1.1084
O 1.27108 -6.21331 2.16806 -0.5934
O 2.26508 -5.17799 0.55247 -0.6026
C -1.59342 -1.91518 3.44535 -0.1290
H -4.32196 -2.80917 7.61372 0.4059
H -3.15880 -4.05534 8.10282 0.3868
H -4.67661 -4.52361 7.35363 0.3893
H -2.43386 -2.97011 5.98537 0.1007
H -3.94501 -3.55109 5.19390 0.3876
H -2.58389 -4.67583 3.37350 0.4386
H -1.86853 -6.28472 3.58060 0.4735
H 0.28431 -5.46623 3.91839 0.4656
H -0.30530 -4.06452 4.80253 0.5532
H 1.39218 -2.78332 0.06044 0.7194
H -1.28236 -2.04104 4.48173 0.3495
H -2.58398 -2.35761 3.34495 0.6119
H -1.67776 -0.85395 3.21723 -0.6833

126
Properties=species:S:1:pos:R:3:mulliken_charge:R:1 method="wB97M-V/def2-TZVPD" homo_ev=-8.09 energy_ha=-4463.672107 lumo_ev=-0.785 orbital_gap_ev=7.31 mol_weight_g_mol=983.79 multiplicity=1
Ti 1.15108 0.27127 -0.67247 -1.6903
C -0.58529 0.16688 5.40955 -1.8923
C -0.23334 -1.01574 4.49623 2.6202
C 0.10645 -2.26405 5.32264 -1.7459
C -1.49050 -1.30817 3.66356 -2.3196
P 1.03706 -0.38946 3.26256 -0.0423
C 1.45123 -1.86271 2.19244 -0.8005
N 0.47725 -2.18800 1.15860 0.7401
B -0.07617 -1.38504 0.08599 2.7024
N -1.08964 -2.21205 -0.53361 0.4976
C -2.07591 -1.96423 -1.58085 -1.6606
P -2.99218 -0.35752 -1.36166 1.0962
C -3.80796 -0.09729 -3.04547 2.0659
C -2.71072 -0.11849 -4.11390 -1.9454
C -4.37825 1.32963 -3.05692 -1.8690
C -4.89706 -1.08867 -3.45343 -1.8606
C -4.28160 -0.89294 -0.08925 2.6685
C -5.06810 -2.18650 -0.32659 -1.7311
C -3.47253 -1.07860 1.20285 -2.4298
C -5.27302 0.25322 0.13977 -2.1174
C -1.08302 -3.45644 0.09941 0.8283
C -1.83667 -4.59617 -0.15017 -1.3100
C -1.64011 -5.71157 0.65262 -1.0322
C -0.70885 -5.69192 1.68467 -0.9309
C 0.05083 -4.55781 1.93607 -0.9824
C -0.14062 -3.43875 1.13589 0.7256
C 2.69215 -0.12759 4.16691 2.3956
C 2.79300 -0.69903 5.58579 -2.0201
C 2.85074 1.39913 4.23943 -1.6593
C 3.88203 -0.69880 3.38969 -1.5267
H -1.35962 -0.13931 6.11913 0.5054
H -0.97848 0.99843 4.82045 0.2314
H 0.26258 0.53890 5.98470 0.4010
H -0.81474 -2.79525 5.57704 0.4339
H 0.60840 -2.01850 6.25619 0.4579
H 0.74003 -2.96781 4.78058 0.1731
H -2.34926 -1.38952 4.33701 0.7750
H -1.41575 -2.24414 3.11504 0.3446
H -1.69285 -0.50432 2.95452 0.0848
H 1.66033 -2.75857 2.77556 0.5160
H 2.39006 -1.58889 1.71845 -1.1065
H -2.79407 -2.78195 -1.55113 -0.3024
H -1.61503 -2.00679 -2.56761 0.6069
H -1.89867 0.57260 -3.87304 0.1377
H -3.14041 0.20789 -5.06512 0.6749
H -2.29697 -1.11479 -4.26968 0.4111
H -3.59516 2.06356 -2.85410 0.1923
H -5.17062 1.47617 -2.32857 0.2973
H -4.79282 1.54352 -4.04648 0.5291
H -4.57826 -2.12727 -3.34039 0.2567
H -5.15305 -0.93319 -4.50613 0.4665
H -5.80818 -0.94522 -2.87657 0.3463
H -4.43775 -3.02603 -0.62572 0.1614
H -5.85703 -2.07285 -1.06485 0.4037
H -5.54360 -2.47734 0.61478 0.4921
H -2.83000 -1.96067 1.16042 0.3402
H -4.16409 -1.21296 2.03946 0.7881
H -2.84778 -0.21003 1.41488 -0.0921
H -5.98927 0.34364 -0.67595 0.4501
H -4.76693 1.21310 0.26674 0.1877
H -5.84351 0.05378 1.05122 0.4922
H -2.55330 -4.63828 -0.95928 0.6255
H -2.21598 -6.60812 0.46484 0.4176
H -0.56659 -6.57263 2.29694 0.4154
H 0.77021 -4.56187 2.74292 0.4915
H 1.98028 -0.38727 6.23661 0.3301
H 3.72313 -0.33679 6.03363 0.5450
H 2.83296 -1.78971 5.58362 0.3770
H 3.79909 1.65598 4.71949 0.5253
H 2.04342 1.85587 4.81709 0.3491
H 2.83447 1.85314 3.24547 0.0485
H 3.97444 -0.27610 2.39100 -0.1500
H 3.84064 -1.78726 3.30813 0.3880
H 4.79915 -0.45035 3.93085 0.5477
I 4.20247 -1.55519 -0.42476 0.3869
C 4.23643 -1.09837 -2.45495 0.5436
C 5.43575 -1.16310 -3.10353 -0.6711
C 5.47665 -1.04710 -4.50702 -0.8717
C 4.31396 -0.93672 -5.21023 -0.9242
C 3.06933 -0.85505 -4.54201 0.9731
C 1.86339 -0.76131 -5.28510 -1.3604
C 0.66429 -0.64348 -4.65629 -0.9428
C 0.63143 -0.52256 -3.24573 0.7396
C 1.76117 -0.60892 -2.46753 1.2866
C 3.00983 -0.86205 -3.12601 0.1739
H 6.34933 -1.31740 -2.54670 0.4147
H 6.43034 -1.08360 -5.01607 0.4078
H 4.32379 -0.90161 -6.29289 0.4303
H 1.91867 -0.79624 -6.36669 0.3731
H -0.25270 -0.59528 -5.22915 0.3066
H -0.32868 -0.32427 -2.77903 -0.7785
N 2.36743 1.10898 0.65375 1.3197
C 3.32720 1.78494 0.66571 -0.2219
C 4.47768 2.50852 0.67858 0.3905
C 4.55360 3.69613 1.45684 -0.1671
N 4.59838 4.65669 2.09018 -0.6225
C 5.56027 2.05453 -0.12492 -0.2864
N 6.41985 1.66188 -0.78352 -0.5819
C 2.79597 2.42169 -2.96301 -0.7269
Si 1.17718 3.14577 -2.33607 0.4991
C 1.68296 4.79240 -1.58968 -1.1897
C 0.09434 3.46655 -3.83130 -1.2059
C 0.19109 2.03597 -1.16086 1.8817
Si -0.57576 2.98296 0.28670 0.2314
C 0.66749 3.88805 1.37307 -0.7503
C -1.80995 4.21715 -0.41136 -1.0552
C -1.55448 1.84158 1.40549 0.6856
H 3.38966 1.88884 -2.21451 -0.0089
H 2.63872 1.73966 -3.79968 0.0497
H 3.41757 3.24957 -3.31579 0.5720
H 0.89200 5.33622 -1.07470 0.2648
H 2.03384 5.41755 -2.41614 0.4834
H 2.51858 4.68145 -0.89458 0.2979
H 0.61901 4.10364 -4.54788 0.3884
H -0.83879 3.96345 -3.55507 0.3027
H -0.15712 2.53019 -4.33782 0.2753
H -0.67572 1.65969 -1.73124 -1.4917
H 1.70219 3.81391 1.04395 -0.1036
H 0.61689 3.49392 2.39093 0.3859
H 0.43214 4.95382 1.41692 0.4805
H -1.32964 5.03840 -0.94646 0.3237
H -2.39989 4.64900 0.40155 0.4057
H -2.50222 3.72771 -1.10124 0.1234
H -0.98981 0.94676 1.68519 -0.6496
H -1.81067 2.36410 2.33240 0.4982
H -2.47508 1.52519 0.91570 -0.6264

133
Properties=species:S:1:pos:R:3:mulliken_charge:R:1 method="wB97M-V/def2-TZVPD" homo_ev=-8.20 energy_ha=-3870.795884 lumo_ev=0.057 orbital_gap_ev=8.26 mol_weight_g_mol=1029.06 multiplicity=1
C 3.49675 2.79044 1.67903 0.3927
C 2.98623 2.28667 0.70682 -1.1076
Si 2.04863 1.60971 -0.75530 0.4563
I 3.61341 0.56617 -2.33271 -0.2438
O 0.77681 0.63231 -0.27889 0.2231
Si 1.03031 -0.85575 0.49111 -0.8961
C 2.10437 -0.70525 2.02824 -0.4759
C 1.58686 0.30342 3.09714 -0.4907
C 1.13702 -0.34816 4.42406 -0.8237
S -0.67745 -0.31812 4.67104 -0.2875
C -0.69798 -1.40625 1.02798 -0.8577
C -1.65627 -1.38428 -0.19030 -0.3607
C -3.00474 -2.02908 0.19520 -0.5445
C -4.14782 -1.57169 -0.67501 0.3160
O -4.24222 -1.94018 -1.81773 -0.5866
O -5.06244 -0.74982 -0.11154 -0.2270
C -6.20090 -0.52588 -0.93305 -0.2719
C -7.22309 0.35463 -0.18158 -0.9797
N 1.62936 -2.14611 -0.55927 0.0533
C 2.90855 -2.76947 -0.16471 -0.7100
C 3.31218 -3.90020 -1.11989 -0.5756
C 3.68119 -3.42329 -2.53659 -0.1429
C 5.14313 -2.95593 -2.59666 -1.2119
B 1.27276 3.20790 -1.69125 0.5433
O 2.15734 4.19668 -2.11191 -0.4197
O -0.07902 3.29864 -1.92613 -0.6952
C -0.63344 4.50792 -1.38012 0.2694
C -0.81804 4.34274 0.14280 -1.0685
H 3.76066 3.30517 2.57350 0.5705
H 2.16890 -1.68980 2.50175 0.5680
H 3.13699 -0.45410 1.76325 0.4518
H 2.43272 0.94364 3.35842 0.0213
H 0.82863 0.97752 2.69667 0.5440
H 1.47968 -1.37409 4.52618 0.4261
H 1.56346 0.22908 5.24253 0.3808
H -1.00171 0.91532 4.22039 0.1423
H -1.06699 -0.62867 1.70238 0.3420
H -0.68532 -2.37993 1.51823 0.5127
H -1.21183 -1.86307 -1.06528 0.3414
H -1.85207 -0.35260 -0.49101 0.1797
H -2.93494 -3.11150 0.09611 0.3341
H -3.21069 -1.79404 1.24165 0.3498
H -6.69107 -1.46430 -1.18935 0.3089
H -5.93343 -0.02150 -1.85940 0.2945
H -8.11082 -0.21684 0.08046 0.2536
H -7.53604 1.16216 -0.84399 0.2479
H -6.78947 0.80887 0.70793 0.3435
H 0.93287 -2.88234 -0.52254 0.3804
H 3.70568 -2.03091 -0.07624 0.3797
H 2.80870 -3.25026 0.81950 0.2059
H 4.20700 -4.37197 -0.70235 0.1874
H 2.52193 -4.64981 -1.20364 0.4639
H 3.61631 -4.29404 -3.19960 0.0592
H 2.97371 -2.69246 -2.92557 0.3017
H 5.35744 -2.14346 -1.90259 0.2776
H 5.77565 -3.79976 -2.29832 0.2666
H 5.45139 -2.68893 -3.60774 0.3488
H 2.87963 4.17256 -1.47346 0.2104
H 0.00292 5.37865 -1.55196 0.0064
H -1.59841 4.73169 -1.82945 0.1531
H -1.63966 4.97674 0.47608 0.4313
H 0.08510 4.63003 0.68829 0.2966
H -1.02185 3.29410 0.36218 0.1010
N -3.74763 0.73146 6.24149 0.1192
C -4.54441 1.84033 6.15892 -0.4373
C -5.70493 1.57527 6.83668 -0.4640
C -5.60152 0.25478 7.35018 -0.5391
C -4.38208 -0.23787 6.96683 -0.3308
H -2.83550 0.64052 5.83176 0.1725
H -4.21890 2.71853 5.62784 0.3459
H -6.53493 2.25200 6.95240 0.3886
H -6.33746 -0.27213 7.93400 0.3816
H -3.91324 -1.18994 7.14696 0.3506
N 5.63027 -6.96550 -0.60244 0.1233
C 4.92965 -8.06847 -0.17952 -0.5386
C 5.35545 -8.36851 1.08623 -0.4919
C 6.34534 -7.41353 1.44218 -0.5026
C 6.49091 -6.56051 0.38263 -0.4712
H 5.52778 -6.51668 -1.49340 0.2350
H 4.19337 -8.53823 -0.81036 0.4312
H 4.99517 -9.18228 1.69263 0.4098
H 6.88653 -7.35862 2.37164 0.4258
H 7.12867 -5.70421 0.24393 0.4075
N 2.16577 8.01530 -4.27038 0.0669
C 3.09084 8.95341 -4.64220 -0.5076
C 4.26774 8.65342 -4.01059 -0.5453
C 4.04339 7.48673 -3.22995 -0.4800
C 2.73736 7.11532 -3.41255 -0.3373
H 1.21286 7.99091 -4.58022 0.1876
H 2.83307 9.74866 -5.32042 0.3769
H 5.18752 9.20709 -4.09858 0.3871
H 4.76037 6.97830 -2.60681 0.3933
H 2.17093 6.29385 -3.00813 0.5011
N 5.23187 0.31166 4.34511 0.0406
C 4.60377 -0.80987 4.81437 -0.2915
C 4.98595 -0.99462 6.11605 -0.7041
C 5.87782 0.06087 6.44720 -0.4001
C 6.00877 0.84979 5.33519 -0.5648
H 5.13845 0.68066 3.41618 0.2407
H 3.94394 -1.37710 4.18053 0.4703
H 4.66253 -1.79541 6.75979 0.4181
H 6.36738 0.22125 7.39292 0.4012
H 6.58553 1.74247 5.16379 0.3990
N -10.16547 0.35149 -2.80532 0.0139
C -10.80231 1.55662 -2.68577 -0.4991
C -11.95186 1.35445 -1.96965 -0.3834
C -12.00865 -0.02653 -1.64124 -0.3685
C -10.89198 -0.61782 -2.16906 -0.5097
H -9.29843 0.20119 -3.28583 0.1944
H -10.38474 2.44946 -3.11861 0.3693
H -12.67188 2.11185 -1.70910 0.3964
H -12.78045 -0.52749 -1.08151 0.4073
H -10.55344 -1.63957 -2.14713 0.3879
N 4.50507 -8.28247 -3.73200 0.0896
C 4.72473 -9.42683 -4.44954 -0.5370
C 3.75948 -9.50532 -5.41714 -0.4168
C 2.92633 -8.36229 -5.28030 -0.6852
C 3.41228 -7.62623 -4.23370 -0.1481
H 5.05921 -7.97456 -2.95768 0.1667
H 5.54402 -10.08253 -4.20978 0.3742
H 3.66075 -10.29429 -6.14345 0.3959
H 2.06921 -8.11028 -5.88173 0.4030
H 3.07656 -6.69722 -3.80412 0.3291
N -4.23515 7.74845 -1.91633 0.0246
C -3.48091 8.78259 -1.43268 -0.5636
C -2.25044 8.72040 -2.03047 -0.4306
C -2.26525 7.60606 -2.91164 -0.1048
C -3.50374 7.02756 -2.81982 -0.8090
H -5.18057 7.54900 -1.64887 0.1811
H -3.88280 9.47029 -0.70870 0.3955
H -1.43122 9.39790 -1.85687 0.4017
H -1.45856 7.26777 -3.54063 0.4995
H -3.92477 6.17028 -3.31694 0.3988